Molecular formula: C24H71N5O9
Method: DFT, ωB97M-V/def2-TZVPD

SMILES: COC[C@H](C)N.COC[C@H](C)N.COC[C@H](C)N.COC[C@H](C)N.COC[C@H](C)N.CCO.CCO.O.O
orbital gap: 0.32185 hartree

The geometry in XYZ format:
```
109
C24H71N5O9, DFT ωB97M-V/def2-TZVPD
C -3.159 -17.179 5.095
O -3.022 -18.418 4.415
C -2.764 -19.462 5.304
C -2.826 -20.847 4.627
C -4.193 -21.063 3.969
N -2.577 -21.888 5.607
H -3.422 -16.479 4.301
H -2.217 -16.859 5.551
H -3.943 -17.218 5.854
H -1.756 -19.404 5.737
H -3.494 -19.548 6.121
H -2.089 -20.773 3.810
H -4.220 -21.919 3.292
H -4.401 -20.207 3.315
H -5.034 -21.063 4.663
H -2.426 -22.748 5.084
H -1.659 -21.715 6.033
C 0.816 -20.866 7.000
O 0.124 -22.069 6.821
C 0.573 -23.158 7.597
C -0.618 -24.020 7.989
C -1.526 -23.280 8.989
N -0.124 -25.251 8.626
H 1.787 -20.895 6.495
H 0.910 -20.462 8.011
H 0.273 -20.073 6.478
H 1.268 -23.771 7.006
H 1.049 -22.818 8.522
H -1.281 -24.235 7.143
H -2.376 -23.899 9.286
H -1.864 -22.348 8.544
H -1.002 -23.142 9.940
H -0.910 -25.860 8.824
H 0.452 -25.746 7.950
C 5.491 -12.741 10.609
O 5.076 -13.611 9.569
C 3.691 -13.896 9.693
C 3.296 -14.880 8.591
C 3.354 -14.282 7.184
N 1.915 -15.355 8.782
H 4.978 -11.772 10.552
H 6.548 -12.542 10.434
H 5.280 -13.170 11.592
H 3.466 -14.350 10.665
H 3.077 -12.987 9.611
H 3.984 -15.719 8.727
H 2.778 -13.356 7.110
H 3.039 -15.058 6.490
H 4.380 -13.962 6.968
H 1.414 -15.009 7.977
H 1.926 -16.365 8.731
C -1.694 -15.202 9.727
O -2.111 -13.911 10.047
C -1.898 -13.619 11.420
C -2.494 -12.258 11.738
C -2.209 -11.867 13.186
N -3.954 -12.343 11.483
H -2.234 -16.017 10.225
H -0.627 -15.414 9.877
H -1.849 -15.430 8.666
H -2.322 -14.351 12.116
H -0.803 -13.537 11.496
H -2.071 -11.535 11.033
H -1.210 -11.440 13.280
H -2.289 -12.754 13.816
H -2.932 -11.142 13.559
H -4.090 -12.970 10.696
H -4.275 -11.436 11.163
C 3.259 -18.794 8.550
O 3.903 -18.311 9.706
C 3.362 -18.854 10.898
C 4.110 -18.217 12.057
C 3.472 -18.587 13.391
N 4.093 -16.753 11.911
H 2.187 -18.579 8.546
H 3.470 -19.855 8.372
H 3.737 -18.260 7.725
H 2.283 -18.664 10.964
H 3.476 -19.944 10.909
H 5.133 -18.611 11.991
H 4.126 -18.480 14.253
H 3.168 -19.638 13.349
H 2.559 -17.996 13.472
H 4.686 -16.520 11.118
H 4.543 -16.336 12.721
C 2.973 -18.856 3.091
C 1.748 -18.964 3.960
O 1.705 -17.831 4.853
H 2.986 -19.555 2.255
H 3.848 -19.056 3.716
H 3.127 -17.840 2.720
H 1.828 -19.843 4.593
H 0.810 -18.963 3.399
H 1.810 -17.031 4.332
C -2.852 -19.728 10.767
C -1.674 -19.677 9.817
O -1.014 -18.426 9.887
H -2.536 -19.470 11.784
H -3.277 -20.731 10.808
H -3.597 -18.957 10.562
H -2.044 -19.908 8.808
H -0.962 -20.472 10.079
H -0.674 -18.254 8.989
O 0.008 -17.628 7.462
H 0.409 -17.990 6.658
H -0.293 -16.739 7.209
O 0.162 -15.212 6.036
H 0.726 -15.422 5.287
H 0.099 -14.248 6.034
```

Molecular formula: C24H72N12O12
Method: DFT, ωB97M-V/def2-TZVPD

SMILES: NC(N)=O.NC(N)=O.NC(N)=O.NC(N)=O.NC(N)=O.NC(N)=O.CC(C)O.CC(C)O.CC(C)O.CC(C)O.CC(C)O.CC(C)O
orbital gap: 0.35452 hartree

The geometry in XYZ format:
```
120
C24H72N12O12, DFT ωB97M-V/def2-TZVPD
N 4.966 0.580 0.062
C 6.023 0.585 -0.856
N 6.315 -0.665 -1.186
O 6.527 1.591 -1.281
H 4.565 -0.338 0.217
H 4.365 1.373 0.058
H 7.282 -0.846 -1.496
H 5.787 -1.451 -0.898
N -2.502 1.758 4.766
C -2.669 1.978 3.439
N -3.728 1.327 2.873
O -1.933 2.650 2.736
H -1.960 2.479 5.225
H -3.310 1.438 5.209
H -3.599 1.280 1.893
H -4.208 0.552 3.315
N -0.836 -0.799 4.078
C -1.012 -2.033 4.489
N 0.023 -2.921 4.317
O -2.081 -2.414 4.980
H 0.006 -0.522 3.589
H -1.443 -0.073 4.424
H -0.240 -3.882 4.188
H 0.879 -2.757 3.779
N 3.048 1.862 2.665
C 1.700 1.935 2.553
N 1.085 3.152 2.787
O 1.022 0.877 2.411
H 3.397 0.958 2.900
H 3.620 2.593 3.054
H 0.081 3.291 2.755
H 1.690 3.983 2.745
N 0.034 -0.602 0.223
C -0.905 0.182 -0.349
N -1.230 1.237 0.384
O -1.495 -0.085 -1.438
H 0.242 -1.481 -0.196
H 0.453 -0.244 1.025
H -0.639 1.328 1.182
H -1.806 1.987 0.136
N -3.965 1.134 -2.414
C -3.593 2.403 -2.290
N -2.250 2.641 -2.390
O -4.410 3.322 -2.209
H -4.937 0.947 -2.306
H -3.327 0.412 -2.122
H -1.958 3.589 -2.105
H -1.521 1.936 -2.318
C 2.915 4.676 -0.061
C 4.109 4.834 0.877
C 5.069 5.917 0.514
O 3.572 5.016 2.209
H 3.359 4.261 -1.033
H 2.645 5.695 -0.367
H 2.069 4.056 0.262
H 4.679 3.913 0.987
H 5.560 5.625 -0.414
H 5.745 6.102 1.331
H 4.451 6.802 0.253
H 4.044 5.712 2.714
C 2.044 0.841 -2.407
C 2.105 -0.509 -3.136
C 3.296 -0.433 -4.066
O 2.191 -1.605 -2.261
H 2.921 0.835 -1.754
H 1.172 0.863 -1.758
H 1.992 1.692 -3.122
H 1.159 -0.640 -3.718
H 3.027 0.078 -5.004
H 3.755 -1.386 -4.302
H 4.140 0.112 -3.662
H 1.286 -1.997 -2.190
C -6.643 -1.524 3.643
C -5.404 -2.246 3.937
C -4.910 -2.939 2.654
O -4.477 -1.257 4.391
H -6.543 -0.734 2.889
H -7.093 -1.111 4.547
H -7.327 -2.316 3.346
H -5.523 -2.979 4.789
H -3.959 -3.416 2.898
H -4.622 -2.167 1.933
H -5.712 -3.648 2.273
H -3.594 -1.730 4.449
C -0.127 -5.045 -2.017
C -1.022 -3.805 -1.655
C -1.548 -3.805 -0.242
O -0.193 -2.589 -1.878
H 0.683 -5.143 -1.323
H 0.366 -4.891 -2.974
H -0.753 -5.963 -2.023
H -1.888 -3.761 -2.373
H -0.719 -3.811 0.509
H -2.181 -4.701 -0.126
H -2.187 -2.916 -0.201
H -0.819 -1.851 -1.882
C -4.583 0.535 -5.704
C -3.298 1.301 -5.953
C -2.135 0.338 -6.216
O -3.368 2.246 -7.029
H -4.371 -0.135 -4.852
H -4.899 -0.035 -6.564
H -5.342 1.267 -5.407
H -3.084 1.881 -5.027
H -1.103 0.733 -6.176
H -2.182 -0.137 -7.208
H -2.280 -0.549 -5.636
H -4.225 2.749 -6.895
C 3.700 -1.914 2.350
C 3.612 -2.851 1.036
C 2.343 -3.598 0.853
O 3.944 -1.979 -0.112
H 2.845 -1.225 2.159
H 4.694 -1.479 2.392
H 3.339 -2.419 3.234
H 4.446 -3.581 1.012
H 1.428 -2.957 1.031
H 2.383 -4.366 1.634
H 2.200 -3.988 -0.166
H 3.271 -2.192 -0.814
```

These records have HOMO energy values of -8.85; -9.39 eV, in the order they appear.
These records have relative energy (zero: lowest compared OMol25 entry of this formula, charge and spin) values of 29.2; 0.0 kcal/mol, in the order they appear.
These records have E_tot values of -51914.54542; -68513.86536 eV, in the order they appear.